# 1
ORCA calculation (ωB97M-V/def2-TZVPD) on 6 unconnected molecules or ions with the total composition C35H57BCl12IN5O4P at a distorted geometry.

Structure (XYZ):
```
116
Properties=species:S:1:pos:R:3:forces:R:3
C -0.70935 1.30840 4.99710 -0.2 0.4 -0.6
C -1.72550 0.63666 3.96305 1.7 0.4 0.2
C -1.48537 1.37886 2.58569 -0.6 1.0 2.3
O -2.13163 0.82364 1.43832 1.4 -0.4 0.4
C -1.56754 -0.34063 0.88592 -1.3 -0.2 -2.9
C -2.23132 -1.68490 1.41845 -1.4 0.8 2.0
C -3.46586 -1.46957 2.19851 0.3 -2.6 0.1
C -4.17596 -2.63628 2.74131 2.6 -0.2 -1.7
C -3.60065 -3.94351 2.41692 0.4 2.3 -0.4
C -2.39751 -3.96361 1.60439 -1.2 -0.8 0.8
N -1.70402 -2.90115 1.12184 -1.8 0.7 1.0
C 0.00437 -0.38883 0.51542 -0.4 0.1 2.0
C 0.62208 1.01210 0.10083 -0.4 0.9 -0.3
C 1.09154 1.20270 -1.38526 1.1 1.0 0.0
C 2.62931 0.86269 -1.63651 -1.1 0.0 -0.3
I 2.88407 0.87846 -3.81062 0.1 0.0 0.7
C 0.75214 -0.97803 1.77466 1.1 -1.1 -0.1
C 2.33184 -1.01336 1.67093 -0.2 0.3 1.3
C 2.93164 -2.14827 2.61219 0.6 1.2 -0.8
N 2.91748 -1.71456 4.03029 0.3 -0.4 -0.1
C 4.15174 -2.13258 4.73416 0.4 -0.4 0.2
C 4.28832 -3.67366 4.91046 0.4 -1.5 0.1
C 3.21459 -4.63250 4.65262 1.5 -0.3 0.3
C 3.39753 -6.07631 4.79395 1.7 1.7 0.5
C 4.69340 -6.56711 5.24731 -0.5 2.0 -0.4
C 5.77913 -5.62521 5.51030 -1.7 0.2 -0.6
C 5.58305 -4.19137 5.33341 -1.2 -1.8 0.0
O 6.64819 -3.32972 5.59676 -0.9 -0.8 0.2
N -0.07493 -1.30757 -0.67284 0.0 -1.2 -2.2
B 0.92186 -2.33507 -1.19776 2.0 -1.7 -0.8
N 1.09428 -3.62577 -0.48603 -0.5 1.2 0.3
O 1.66989 -2.14747 -2.35935 -0.9 0.8 2.5
C -1.16989 -1.29345 -1.39769 -0.2 2.7 2.6
N -1.44460 -2.06023 -2.54382 0.5 0.9 1.2
C -2.09387 -0.24955 -0.63253 -2.2 -2.7 -2.2
Cl -3.76636 -1.01966 -0.98743 0.2 0.0 0.6
P -2.34541 1.48811 -1.40542 1.3 1.5 0.1
O -2.59273 1.37849 -3.07353 -0.1 -1.3 1.5
Cl -4.16932 2.21845 -0.64685 0.7 -1.0 -0.8
H -0.48928 0.65485 5.87414 -0.4 0.6 -0.6
H 0.28338 1.54794 4.51434 -0.9 -0.4 0.4
H -1.12748 2.30929 5.30462 0.5 -1.1 0.0
H -1.42403 -0.44211 3.87390 -0.7 0.9 0.1
H -2.74616 0.78299 4.38887 0.7 -0.5 -0.7
H -1.92504 2.40994 2.72739 0.4 -1.0 -0.5
H -0.38125 1.54232 2.51345 -0.9 -0.4 -0.6
H -3.90007 -0.47185 2.40259 0.7 -0.7 -0.4
H -5.09354 -2.52726 3.35743 0.8 -0.1 -0.6
H -4.09119 -4.87955 2.77443 0.7 0.9 -0.5
H -1.99795 -4.98064 1.34943 -0.2 1.2 0.2
H -0.15882 1.80851 0.28260 0.6 -1.0 -0.2
H 1.48355 1.33758 0.75242 -0.9 -0.8 -0.5
H 1.02948 2.31198 -1.59340 -0.2 -1.1 0.2
H 0.46067 0.72154 -2.17089 0.5 0.1 0.8
H 2.91701 -0.15607 -1.29502 -0.1 0.9 -0.3
H 3.29659 1.66592 -1.24846 -0.5 -0.8 -0.2
H 0.51776 -0.40969 2.71812 -0.1 -0.3 -1.2
H 0.44160 -2.03747 2.00859 -0.1 1.1 -0.5
H 2.70624 -0.04712 2.12579 -0.2 -0.9 -0.8
H 2.74502 -1.04066 0.63216 -0.5 -0.3 0.7
H 4.00848 -2.25821 2.28448 -1.0 -0.3 0.2
H 2.38160 -3.11796 2.48825 0.6 0.8 0.0
H 2.88619 -0.69704 4.10873 -0.1 -0.4 -0.3
H 4.19541 -1.63569 5.74221 -0.2 -0.5 -0.9
H 5.05809 -1.75963 4.16540 -0.7 -0.5 0.6
H 2.24704 -4.19885 4.30490 0.9 -0.6 0.5
H 2.57192 -6.78039 4.56200 0.7 0.7 0.2
H 4.83126 -7.66319 5.35855 0.1 1.0 0.0
H 6.78041 -6.00523 5.83962 -1.1 0.4 -0.4
H 7.20549 -3.78654 6.25545 -0.2 0.4 -0.5
H 0.19628 -4.12892 -0.54068 0.5 0.0 0.1
H 1.19317 -3.41846 0.51809 -0.2 -0.4 -0.3
H 2.52116 -2.60584 -2.19061 -0.6 -0.3 -0.8
H -2.02852 -1.49391 -3.17007 0.0 -0.5 0.3
H -1.93651 -2.92972 -2.29637 0.3 0.4 -0.2
H -1.75756 1.02441 -3.44454 -0.4 0.5 0.0
Cl -6.24342 6.93399 -1.68017 0.0 -0.1 0.0
C -6.63523 5.19129 -1.68206 0.1 -0.2 0.0
C -7.48751 4.80219 -2.86842 0.0 -0.1 0.0
Cl -9.12880 5.48433 -2.76882 0.0 0.0 0.0
H -7.12823 4.95551 -0.73935 0.0 0.1 -0.1
H -5.68655 4.64989 -1.71557 -0.1 0.1 -0.1
H -7.59725 3.71763 -2.90356 0.0 0.0 0.1
H -7.04121 5.13023 -3.80668 0.0 0.1 0.1
Cl -1.48136 4.15008 -1.01252 0.2 0.8 0.1
C -2.42555 5.66084 -1.05989 -0.1 0.4 0.0
C -1.54774 6.88972 -1.12154 -0.1 0.1 -0.1
Cl -0.64737 7.14579 0.39445 0.0 0.0 -0.1
H -3.07517 5.67599 -0.18501 0.1 0.0 0.0
H -3.05455 5.60893 -1.94956 0.1 0.0 0.0
H -2.16356 7.77591 -1.27833 0.0 -0.1 0.0
H -0.82732 6.82769 -1.93662 0.0 -0.1 0.1
Cl 3.37632 -5.36065 -7.12756 0.0 0.0 0.1
C 2.04361 -4.81236 -6.07826 -0.1 0.0 0.0
C 2.24678 -3.39744 -5.58605 -0.3 0.0 0.0
Cl 3.60500 -3.27327 -4.43831 0.3 -0.1 -0.1
H 1.95753 -5.51352 -5.24837 0.1 0.1 0.0
H 1.12985 -4.87164 -6.67064 0.0 0.1 0.0
H 1.35499 -3.05755 -5.05658 0.0 -0.1 0.0
H 2.43622 -2.71118 -6.40617 0.1 -0.1 0.1
Cl 1.21504 8.61440 2.66756 0.1 0.0 0.1
C 0.26582 10.12142 2.62464 -0.2 0.1 -0.1
C 1.14593 11.34926 2.57144 -0.1 0.1 -0.1
Cl 2.04272 11.60027 4.08970 0.0 0.0 0.0
H -0.38656 10.13375 3.49708 0.1 0.0 0.0
H -0.35989 10.07533 1.73203 0.1 0.0 0.0
H 0.53156 12.23681 2.41678 0.0 -0.1 0.0
H 1.86846 11.28882 1.75828 0.0 -0.1 0.1
Cl -1.84127 -3.75810 -8.79179 0.0 0.0 0.1
C -0.67520 -3.85949 -10.13683 0.1 0.0 -0.2
C 0.73005 -4.12887 -9.65154 0.0 -0.2 -0.1
Cl 1.41080 -2.74233 -8.76195 -0.1 0.1 -0.2
H -0.73233 -2.93114 -10.70392 0.0 0.0 0.1
H -1.00557 -4.67394 -10.78200 0.1 0.0 0.1
H 1.38739 -4.31147 -10.50182 -0.1 0.1 0.0
H 0.76855 -5.00100 -8.99910 0.0 0.1 0.0
```
Positions in Å, forces in eV/Å.

Results
Lowest unoccupied orbital energy ... -3.80 eV
F_max ... 4.2 eV/Å
Frontier orbital gap ... 6.370 eV
Charge ... +1
HOMO ... -10.2 eV


# 2
ORCA calculation (ωB97M-V/def2-TZVPD) on a molecular structure, C27H49F15NbO9SSi at a distorted geometry.

Structure (XYZ):
```
103
Properties=species:S:1:pos:R:3:forces:R:3
C 2.24147 -2.54241 0.68787 1.4 -0.1 0.4
O 1.96440 -1.14086 0.83613 -0.3 -1.3 -0.4
C 0.68007 -0.76441 0.25291 0.1 -0.2 -0.9
Nb -0.64131 0.52947 1.58772 -1.7 1.1 2.1
C 1.09695 0.69382 3.03941 1.4 0.6 0.0
C 2.22368 1.66227 2.36942 -0.6 -1.7 0.6
O 2.00648 3.04634 2.74740 0.7 0.3 -1.8
Si 2.49862 4.14497 1.51326 -0.1 0.4 0.4
C 3.85873 3.47131 0.34402 0.1 -0.3 -0.4
C 1.08020 4.83367 0.43516 -0.4 0.8 -0.5
C 3.26487 5.67203 2.42871 -0.3 -0.4 0.7
C -1.45481 -1.40324 2.56654 -0.4 -1.2 -1.1
C -3.02160 -1.36089 2.88336 -0.1 -0.6 1.0
C -3.87709 -2.46327 2.07302 3.2 0.1 0.7
F -3.23819 -3.70616 2.41960 -1.6 1.7 -0.6
F -3.73433 -2.37022 0.68238 -1.1 -0.1 2.5
C -5.37286 -2.62659 2.59084 0.5 -3.6 1.1
F -5.78376 -3.94247 2.22960 0.5 2.8 0.5
F -5.44800 -2.60624 4.00217 0.4 0.0 -3.2
S -6.64831 -1.45338 1.92060 -3.0 2.4 0.8
F -5.56131 -0.31473 1.42560 -1.3 -2.0 0.3
F -6.70139 -2.19735 0.44123 0.3 1.2 2.4
F -7.85282 -2.45282 2.55454 1.7 1.2 -1.4
F -6.69122 -0.64887 3.40721 0.1 -0.8 -2.2
F -7.86002 -0.43143 1.42431 1.7 -1.6 0.4
C -2.23825 0.48445 -0.07675 0.0 0.8 -2.7
C -1.77260 -0.21334 -1.40283 -2.1 -2.7 -0.3
O -2.10320 -1.38536 -1.70762 1.0 3.4 1.0
O -0.96177 0.47678 -2.37764 -1.2 0.3 1.2
O -1.90888 1.77006 2.66104 1.6 -2.0 0.1
C -1.90210 1.58342 4.08217 -1.2 1.2 0.9
C -1.56233 3.00807 4.73513 -1.6 0.4 0.0
C -2.70867 4.01085 4.16886 0.1 -0.2 -0.4
C -1.67584 3.05685 6.32287 0.6 0.3 0.4
C -0.56372 2.17407 7.09220 -1.1 1.1 0.0
C -3.12408 2.73351 6.91308 0.4 0.5 0.7
H 2.00709 -2.94754 -0.34820 0.0 0.5 1.2
H 1.76766 -3.17347 1.51790 0.2 0.8 -1.2
H 3.37652 -2.65961 0.82477 -1.5 0.2 -0.2
H 0.13277 -1.73408 -0.03669 0.6 1.5 0.1
H 0.93033 -0.15639 -0.69631 -0.5 -1.1 1.1
H 0.02760 2.03007 0.74824 0.2 -0.2 -0.2
H 0.85892 1.17042 4.04534 0.0 -0.5 -1.1
H 1.57007 -0.32871 3.27689 -0.6 1.4 -0.5
H 2.11410 1.52072 1.24829 0.7 0.2 1.4
H 3.23157 1.32634 2.77714 -0.9 0.5 -0.8
H 4.06327 4.24561 -0.47651 -0.2 -1.0 1.2
H 3.52029 2.51234 -0.18516 0.7 1.3 0.8
H 4.80631 3.30693 0.95709 -1.1 0.0 -1.0
H 0.09438 4.89851 0.99360 1.1 -0.2 -0.7
H 1.37419 5.91151 0.15982 -0.4 -1.4 0.4
H 0.92481 4.29063 -0.54853 0.1 0.4 1.3
H 3.72805 6.41123 1.70436 -0.5 -0.8 0.9
H 4.04084 5.26687 3.15993 -0.8 0.7 -0.9
H 2.43485 6.16529 3.04832 1.2 -0.5 -0.9
H -0.81294 -1.73786 3.44214 -1.0 0.3 -0.8
H -1.30991 -2.20828 1.75407 -0.1 1.1 1.2
H -3.14197 -1.67725 3.98340 -0.1 0.4 -1.6
H -3.46187 -0.31876 2.81331 0.3 -1.3 -0.3
H -3.25454 0.10752 0.29365 1.6 0.0 -0.6
H -2.41807 1.59184 -0.34213 0.5 -1.4 0.5
H -1.55035 0.64129 -3.14352 0.5 -0.4 0.6
H -1.28151 0.72166 4.47581 -0.4 1.0 -0.6
H -2.99239 1.35887 4.39079 1.5 0.2 -0.3
H -0.56248 3.40521 4.37626 -1.0 -0.7 0.5
H -2.40116 4.44163 3.15614 -0.5 -0.7 1.3
H -2.91307 4.88226 4.86569 0.4 -1.0 -0.7
H -3.70194 3.44592 4.04376 1.5 0.8 0.1
H -1.44883 4.14474 6.62702 -0.3 -1.4 -0.5
H -0.82140 1.07805 6.96505 0.7 1.2 0.2
H 0.46354 2.47114 6.71988 -1.1 -0.7 0.3
H -0.64325 2.48867 8.19576 0.2 -0.8 -1.5
H -3.06866 2.96288 8.03935 -0.1 -0.5 -1.5
H -3.38926 1.63591 6.79352 0.2 1.4 0.0
H -3.94632 3.42885 6.51896 1.2 -1.2 0.3
C 4.21216 -5.03263 -5.17224 0.3 -0.1 0.2
C 3.68967 -3.61091 -5.08882 -0.2 -0.5 -0.6
O 4.11532 -2.98736 -3.86796 0.7 0.6 0.5
C 5.36632 -2.49417 -3.86167 -0.8 -0.8 -1.4
O 6.12393 -2.55168 -4.79307 0.0 0.3 0.8
C 5.66320 -1.82084 -2.52517 0.3 0.8 1.8
F 5.26139 -2.56389 -1.47738 0.0 -0.1 -0.6
F 5.03951 -0.63385 -2.41493 0.0 -0.4 -0.5
F 6.97277 -1.58147 -2.34299 -0.3 -0.3 -0.5
H 3.91793 -5.60165 -4.28682 -0.1 0.1 -0.1
H 3.82580 -5.53365 -6.06028 0.0 0.1 0.1
H 5.30345 -5.05009 -5.21351 -0.1 0.1 -0.1
H 2.59833 -3.62334 -5.07359 0.1 0.2 0.3
H 3.99332 -3.01698 -5.95480 0.2 0.0 0.2
C -0.31427 -0.98390 -10.08625 0.3 -0.1 -0.2
C -0.53086 -1.65751 -8.74528 -0.4 0.7 -0.1
O 0.15129 -2.92074 -8.69380 0.8 -0.6 0.3
C 1.46659 -2.86718 -8.41783 -1.1 1.5 0.0
O 2.07825 -1.85218 -8.22453 0.2 -0.9 0.0
C 2.05330 -4.27381 -8.34510 0.7 -1.8 0.0
F 1.64823 -5.05655 -9.36366 -0.1 0.5 0.1
F 1.69416 -4.91421 -7.20839 -0.2 0.6 -0.3
F 3.39558 -4.28282 -8.37615 -0.5 0.6 0.0
H -0.60707 -1.65000 -10.90163 -0.1 0.1 0.1
H -0.89705 -0.06345 -10.15328 0.0 -0.1 0.1
H 0.73877 -0.73781 -10.23820 -0.1 0.1 0.1
H -1.59269 -1.87010 -8.60889 0.2 -0.3 0.0
H -0.22155 -1.01611 -7.91651 0.2 -0.2 -0.1
```
Positions in Å, forces in eV/Å.

Results
Lowest unoccupied orbital energy ... 1.01 eV
Energy relative to the best compared isomer or geometry (same formula, charge and spin) ... 0.000 eV
F_max ... 3.9 eV/Å
Frontier orbital gap ... 6.117 eV
Charge ... -1
HOMO ... -5.1 eV


# 3
ORCA calculation (ωB97M-V/def2-TZVPD) on 2 unconnected molecules or ions with the total composition C4H6O4 at a distorted geometry.

Structure (XYZ):
```
14
Properties=species:S:1:pos:R:3:forces:R:3
C 0.88476 -2.27698 0.67814 -1.7 -0.3 -0.1
C -0.69112 -2.56517 1.04382 1.6 1.1 -0.3
O -1.38112 -3.09160 0.14464 0.2 -0.3 0.3
O -1.00787 -2.11296 2.16201 -0.5 -0.6 0.2
H 1.32637 -1.59056 1.39029 0.1 -0.1 0.3
H 0.88724 -1.78698 -0.29176 0.1 -0.1 -0.2
H 1.41278 -3.22504 0.60946 0.2 -0.1 0.0
C 1.02142 3.38134 -1.76802 -0.6 -1.5 -0.9
C 0.32357 2.24442 -0.85242 1.8 2.1 0.5
O 0.91153 2.30270 0.27025 -1.0 -0.9 -0.2
O -0.63201 1.61486 -1.28851 -0.4 -0.4 -0.1
H 0.32667 4.22214 -1.83780 0.4 0.3 0.3
H 1.21578 3.05206 -2.80877 -0.2 0.0 0.3
H 1.97024 3.51428 -1.27385 0.1 0.8 0.0
```
Positions in Å, forces in eV/Å.

Results
Lowest unoccupied orbital energy ... 6.66 eV
Energy relative to the best compared isomer or geometry (same formula, charge and spin) ... 1.097 eV
F_max ... 2.8 eV/Å
Frontier orbital gap ... 7.558 eV
Charge ... -2
HOMO ... -0.9 eV


# 4
ORCA calculation (ωB97M-V/def2-TZVPD) on C2HF2I2N in the gas phase at a distorted geometry.

Structure (XYZ):
```
8
Properties=species:S:1:pos:R:3:forces:R:3
C -0.85360 0.33947 1.04399 7.3 -2.5 -1.7
C -0.93012 0.33871 2.60608 0.2 0.0 -0.6
N 0.46517 -0.18010 0.47057 -7.8 3.4 3.3
F -1.41084 -0.84413 2.96103 0.5 -1.6 0.2
F -1.83869 1.15769 3.14808 -0.1 1.3 -0.6
I -2.57220 0.90695 0.07188 0.2 0.0 -0.2
I 0.96490 0.84804 3.50964 -0.3 -0.3 -0.1
H 0.29579 -0.04181 -0.52501 0.0 -0.3 -0.4
```
Positions in Å, forces in eV/Å.

Results
Lowest unoccupied orbital energy (spin up / spin down) ... -0.93 / -0.93 eV
Energy relative to the best compared isomer or geometry (same formula, charge and spin) ... 1.610 eV
F_max ... 9.1 eV/Å
Frontier orbital gap (spin up / spin down) ... 8.804 / 8.805 eV
Charge ... 0
HOMO (spin up / spin down) ... -9.7 / -9.7 eV